1.
Below is the ion C11H23N2 with charge +1 at a distorted geometry, with properties calculated with ωB97M-V with the def2-TZVPD basis set.

Calculated values
Energy in eV: -14751.888
Kohn-Sham gap in eV: 9.9
Energy above the lowest of the compared OMol25 structures with the same formula, charge and spin in kJ/mol: 275.0
Total charge: +1
HOMO in eV: -12.919

Geometry as XYZ:
```
36
Properties=species:S:1:pos:R:3:forces:R:3
C -0.7592 0.6352 -0.0269 3.09 0.44 -0.19
C -0.0369 2.8879 -0.0993 0.65 -0.65 0.80
C 1.2072 1.9785 -0.0374 -0.60 -0.71 0.59
C -1.8003 -1.0390 -1.5122 -0.99 0.12 -0.13
C -3.3159 0.2172 0.1179 2.92 -0.62 1.06
C -1.6927 -1.4212 1.0128 1.35 0.08 2.69
C 3.0746 0.0057 -0.4274 1.94 1.00 -1.21
C 1.8325 -0.8077 1.5254 0.70 -0.73 0.06
C 1.2541 -1.6740 -0.7524 4.35 -2.90 2.13
C -1.8959 -0.4538 -0.1093 0.88 2.07 -0.31
C 1.6735 -0.4932 -0.0100 0.88 0.14 2.76
N -1.1470 1.9040 0.0379 3.32 -0.39 0.17
N 0.7407 0.5980 -0.1227 -6.53 1.24 -0.32
H 0.2046 3.5560 0.7414 -1.46 0.09 -0.14
H -0.2802 3.4547 -0.9966 0.74 -0.02 -0.11
H 1.8674 2.1042 -0.8297 1.11 0.72 -1.42
H 1.8000 2.0527 0.8847 -0.42 0.54 -0.05
H -2.1454 -2.0484 -1.4954 0.35 -1.02 -0.04
H -2.4533 -0.5916 -2.2351 -0.89 0.75 0.02
H -0.8827 -0.8768 -2.0095 1.25 -0.53 -0.05
H -3.7796 -0.7191 0.4423 -1.30 0.99 -0.27
H -3.6239 0.7175 -0.7858 -0.63 -0.04 0.00
H -3.1315 0.9165 0.9739 -1.10 -0.73 -0.49
H -2.5119 -2.1289 1.1323 -0.17 0.20 -0.05
H -1.5317 -0.8441 2.0493 -0.57 -1.26 -2.17
H -0.7989 -2.0371 0.8776 -0.17 0.22 0.08
H 3.0990 0.4987 -1.4937 0.04 -1.27 1.86
H 3.5263 0.7678 0.2758 -0.96 -0.48 -0.71
H 3.8965 -0.7869 -0.3314 -1.60 0.65 -0.56
H 2.2773 0.1375 1.8640 0.07 -0.58 0.74
H 2.5811 -1.7172 1.7217 -1.79 2.06 -0.36
H 0.8405 -0.9198 2.0459 1.10 -0.27 -0.58
H 0.9523 -1.4680 -1.6767 -1.26 0.57 -3.81
H 2.2846 -2.1861 -0.8117 -1.59 0.17 -0.52
H 0.6993 -2.4362 -0.2556 -0.92 -0.03 0.39
H -2.0244 2.2169 0.3160 -1.77 0.19 0.14
```
Forces are in eV/Å.

These are the natural (NBO) partial charges, in e, on atoms 1 to 4: number 1, C, carries 0.653; number 2, C, carries -0.243; number 3, C, carries -0.215; number 4, C, carries -0.623

***

2.
Below is an isolated molecule of C11H23N3O3S at a distorted geometry, with properties calculated with ωB97M-V with the def2-TZVPD basis set.

Calculated values
Energy in eV: -33229.317
Kohn-Sham gap in eV: 9.1
Energy above the lowest of the compared OMol25 structures with the same formula, charge and spin in kJ/mol: 20.2
HOMO in eV: -8.743

Geometry as XYZ:
```
41
Properties=species:S:1:pos:R:3:forces:R:3
C 0.8626 2.6568 0.0404 0.49 0.20 -0.91
C -0.3514 1.7258 0.0563 0.46 -0.19 -0.19
C 2.1205 1.8541 0.4213 -0.54 -0.02 1.35
C 3.3919 2.6607 0.3354 -0.01 1.52 0.00
C 6.1014 2.9196 0.6832 0.92 -1.97 -0.65
C -1.5277 -0.1134 -1.1777 0.29 0.26 -0.39
C -3.0024 0.3361 -1.1246 0.05 -0.09 0.80
C -1.2383 -1.2473 -0.1776 0.43 -0.15 -0.97
C -2.1821 -2.4066 -0.3491 -0.08 -1.32 -0.78
C -1.8165 -3.5989 0.5453 0.06 0.11 0.79
C -2.7800 -4.7727 0.4774 -0.49 0.30 -1.19
H 0.3250 3.4258 1.7912 0.35 0.27 -0.26
H 0.0238 4.4459 0.5832 0.30 -0.26 -0.11
H 1.0142 3.0747 -0.9740 -0.11 -0.39 0.17
H 1.9848 1.4534 1.4663 0.10 0.35 -0.89
H 2.2025 1.0133 -0.2306 0.03 -0.83 -0.49
H 3.5002 3.0529 -0.6964 0.07 -0.23 0.37
H 3.3281 3.5700 0.9958 0.09 -0.97 -0.48
H 5.9233 3.7011 1.3441 -0.45 1.36 1.33
H 6.1795 3.3178 -0.3168 0.16 0.01 -0.35
H 7.0532 2.4168 0.9809 -0.69 0.44 -0.37
H 0.0286 1.2112 -1.8577 -0.25 -0.16 0.17
H -1.4066 -0.4665 -2.2098 -0.04 -0.17 0.35
H -1.2688 -0.9117 0.8344 -0.13 0.52 0.74
H -0.2084 -1.6028 -0.3372 -0.17 0.18 -0.11
H -3.2112 -2.1283 -0.1799 -0.43 0.30 0.38
H -2.2066 -2.7524 -1.4122 0.30 0.28 0.59
H -0.8373 -4.0057 0.2684 0.16 0.33 0.08
H -1.7722 -3.2873 1.6242 0.14 -0.06 -0.86
H -2.4638 -5.5596 1.1268 0.24 -0.39 0.72
H -3.7711 -4.4394 0.8034 0.01 -0.18 -0.08
H -3.2941 -4.7483 -1.5342 -0.03 -0.23 0.35
H -1.9966 -5.6494 -1.2323 -0.17 -0.04 0.32
H -2.5996 1.2074 0.5805 -0.23 -0.25 -0.40
N 0.7285 3.7826 0.9130 -0.89 0.40 1.16
N -0.5649 0.9981 -1.0653 -0.09 0.29 0.44
N -2.9130 -5.4076 -0.8511 0.01 0.52 -0.35
O -1.0217 1.6260 1.0808 -0.23 -0.06 -0.11
O -3.7737 0.0172 -1.9902 0.13 0.31 0.33
O -3.3796 0.9846 -0.0009 0.21 -0.13 -0.55
S 4.8194 1.6464 0.7654 0.03 0.16 0.07
```
Forces are in eV/Å.

These are the natural (NBO) partial charges, in e, on atoms 1 to 4: number 1, C, carries -0.131; number 2, C, carries 0.687; number 3, C, carries -0.406; number 4, C, carries -0.538

***

3.
Below is an isolated molecule of C11H23N5O3 at a distorted geometry, with properties calculated with ωB97M-V with the def2-TZVPD basis set.

Calculated values
Energy in eV: -25374.503
Kohn-Sham gap in eV: 8.6
Energy above the lowest of the compared OMol25 structures with the same formula, charge and spin in kJ/mol: 1.7
HOMO in eV: -8.231

Geometry as XYZ:
```
42
Properties=species:S:1:pos:R:3:forces:R:3
C 1.2940 -0.4050 -1.8381 -0.49 -0.17 -0.15
C 1.2612 0.1683 -0.4353 1.01 0.98 0.63
C 0.2962 0.2767 -2.7580 0.00 -0.66 -0.44
C -1.1434 0.0515 -2.3069 -0.59 0.21 -0.27
C -2.0450 1.2353 -2.7609 -0.41 -0.04 0.03
C -3.1197 2.0987 -0.6586 -1.42 0.65 1.07
C 2.0204 -0.2610 1.9150 -0.61 0.81 0.57
C 3.3361 -0.7842 2.4830 -0.32 1.11 1.09
C 0.8044 -0.7179 2.7683 0.28 0.27 0.35
C 0.5000 -2.2009 2.5663 -0.20 -0.70 1.09
C -0.4690 0.0673 2.4515 -0.27 0.02 0.50
H 0.1612 -2.1042 -1.4299 0.83 0.39 -0.58
H 1.1859 -2.1721 -2.7984 -0.39 0.11 1.49
H 2.3034 -0.1890 -2.2009 0.10 -0.18 -0.01
H 0.4740 -0.0800 -3.7972 -0.18 -0.03 0.58
H 0.5011 1.3209 -2.8041 0.13 0.94 0.15
H -1.5809 -0.9044 -2.6488 0.27 0.40 -0.21
H -1.2160 -0.0434 -1.2168 0.20 0.35 -0.01
H -1.4692 2.1912 -2.7886 -0.30 -0.78 -0.13
H -2.4559 1.0228 -3.7756 0.40 0.33 0.64
H -4.0889 1.0770 -2.0984 0.21 -0.05 -0.08
H -4.9752 1.7667 -0.2057 -0.32 -0.26 -0.38
H -1.8354 3.0239 0.5986 -0.41 0.12 0.02
H -1.0915 2.1807 -0.5660 0.46 -0.11 -0.26
H 2.3426 -1.3743 0.2063 0.33 -1.26 -0.46
H 2.0782 0.8342 2.0020 0.01 -0.17 0.00
H 1.1458 -0.4890 3.7989 -0.49 -0.35 -0.31
H -0.4031 -2.4943 3.1920 1.13 0.29 -0.78
H 1.3561 -2.8442 2.8740 -0.55 0.32 -0.16
H 0.2770 -2.4179 1.5148 -0.01 0.08 0.21
H -0.8711 -0.1619 1.4671 0.14 0.02 -0.22
H -1.2546 -0.2122 3.1601 0.10 -0.18 -0.02
H -0.3891 1.1436 2.5598 0.35 0.20 -0.19
H 4.7639 -1.8991 2.0068 0.47 -0.10 0.14
N 1.0848 -1.8294 -1.8116 0.28 -1.56 -0.94
N -3.1820 1.4499 -1.8728 0.33 0.04 -0.04
N -4.1521 2.2204 0.1450 2.33 0.28 -0.49
N -1.8974 2.7505 -0.3718 -0.90 -0.76 -0.07
N 1.8413 -0.6019 0.5480 -0.93 0.98 -1.62
O 0.8912 1.3277 -0.2902 -0.24 -0.45 0.66
O 3.7328 -0.4899 3.6007 -0.36 -0.95 -1.83
O 3.9878 -1.5312 1.5765 0.05 -0.16 0.42
```
Forces are in eV/Å.

These are the natural (NBO) partial charges, in e, on atoms 1 to 4: number 1, C, carries -0.130; number 2, C, carries 0.689; number 3, C, carries -0.416; number 4, C, carries -0.419

***

Question: Which value of HOMO does entry 1 give?
Answer: -12.919 eV

***

Question: Look up the energy of the third one.
Answer: -25374.503 eV